i:
A 3-piece molecular cluster, C6H16N overall, computed with ωB97M-V with the def2-TZVPD basis set.

Cartesian coordinates (Å):
C 0.06 -0.62 1.99
C -0.46 0.18 0.74
C -0.93 -0.59 -0.47
C 0.61 -1.18 -0.59
C 1.49 -0.19 -1.30
C 0.95 0.70 -2.33
N -1.99 1.18 1.71
H -0.62 -1.33 2.55
H 1.03 -1.04 1.84
H 0.27 0.01 2.90
H 0.26 0.89 0.50
H -1.91 -1.70 -0.37
H -1.42 0.23 -0.95
H 0.52 -2.30 -1.24
H 1.30 -1.53 0.24
H 2.11 0.29 -0.60
H 2.43 -0.75 -1.73
H 0.04 1.15 -1.97
H 0.45 0.07 -3.21
H 1.74 1.40 -2.67
H -1.13 1.45 2.33
H -1.84 1.86 0.72
H -2.94 1.81 1.91

Summary:
**Orbital gap**: 8.942 eV
**2S+1**: 1
**Charge**: +1



ii:
An isolated ion of composition C6H16N and charge +1, computed with ωB97M-V with the def2-TZVPD basis set.

Cartesian coordinates (Å):
C -0.78 -2.19 1.18
C -0.69 -1.27 -0.11
C 0.63 -1.63 -0.78
C -0.93 0.24 0.19
C 0.37 1.02 0.30
C 0.08 2.50 0.66
N 1.03 1.20 -1.20
H -0.79 -1.62 2.22
H -0.04 -2.96 1.23
H -1.76 -2.69 1.19
H -1.59 -1.50 -0.73
H 1.55 -1.77 -0.04
H 0.44 -2.59 -1.23
H 1.01 -1.14 -1.70
H -1.44 0.64 -0.72
H -1.55 0.29 1.03
H 1.19 0.56 0.80
H -0.37 2.46 1.62
H 1.17 3.02 0.66
H -0.49 3.11 -0.03
H 0.93 2.25 -1.42
H 2.00 0.98 -1.26
H 0.49 0.53 -1.82

Summary:
**Structure (SMILES)**: CC(C)C[C@H](C)[NH3+]
**Orbital gap**: 11.528 eV
**2S+1**: 1
**Charge**: +1



iii:
C6H16N as an isolated structure, computed with ωB97M-V with the def2-TZVPD basis set.

Cartesian coordinates (Å):
C -2.43 0.98 0.31
C -1.52 -0.17 -0.07
C -0.72 0.00 -1.24
C -0.08 -0.33 0.58
C 0.32 -1.83 0.68
C 1.70 -2.08 1.26
N 1.59 2.48 -1.62
H -2.77 1.01 1.35
H -3.29 1.04 -0.35
H -1.87 1.91 0.15
H -2.04 -1.12 -0.01
H -0.39 1.04 -1.31
H -0.37 -0.72 -1.95
H 0.78 0.27 0.24
H -0.27 0.09 1.57
H 0.29 -2.25 -0.34
H -0.45 -2.38 1.22
H 2.55 -2.02 0.60
H 1.79 -1.40 2.13
H 1.71 -3.03 1.79
H 2.58 2.31 -1.47
H 1.38 3.26 -1.00
H 1.51 2.95 -2.52

Summary:
**Orbital gap**: 9.124 eV
**2S+1**: 1
**Charge**: +1



iv:
A 3-piece molecular cluster, C6H16N overall, computed with ωB97M-V with the def2-TZVPD basis set.

Cartesian coordinates (Å):
C 1.62 -2.13 0.67
C 1.69 -0.59 0.34
C 1.10 0.28 1.20
C 0.57 -0.19 -1.53
C -0.26 0.34 1.75
C -1.05 1.66 1.37
N -2.42 0.57 -2.28
H 1.72 -2.29 1.74
H 2.37 -2.61 0.02
H 0.66 -2.49 0.25
H 2.60 -0.40 -0.26
H 1.51 1.30 1.21
H -0.06 -1.02 -1.26
H 1.44 -0.29 -2.18
H 0.36 0.85 -1.34
H -0.18 0.40 2.84
H -0.88 -0.54 1.62
H -0.36 2.47 1.13
H -1.72 2.00 2.16
H -1.56 1.43 0.43
H -3.19 0.86 -2.89
H -1.53 0.84 -2.69
H -2.45 -0.44 -2.31

Summary:
**Orbital gap**: 7.313 eV
**2S+1**: 1
**Charge**: +1



Relative stability in kcal/mol, measured from the most stable structure: i 149.4; ii 0.0; iii 22.5; iv 61.3



i:
H15NaO8 as an isolated structure, computed with ωB97M-V with the def2-TZVPD basis set.

Cartesian coordinates (Å):
Na -0.43 -4.24 0.06
O 0.10 0.04 0.09
H 0.45 0.90 -0.20
O -3.30 -1.05 2.54
H -2.60 -0.83 1.93
H -3.49 -0.23 3.00
O -4.20 -1.98 -2.07
H -3.54 -1.30 -1.90
H -4.29 -2.43 -1.23
O 0.41 2.23 3.67
H -0.54 2.13 3.74
H 0.64 1.86 2.82
O 1.63 -0.92 -3.53
H 1.04 -1.30 -4.18
H 1.09 -0.82 -2.74
O 3.83 3.43 -0.46
H 3.19 2.72 -0.36
H 3.48 3.96 -1.17
O 4.48 -3.51 0.84
H 3.92 -2.82 1.18
H 5.03 -3.76 1.58
O -2.65 2.54 -1.36
H -2.13 2.04 -0.73
H -2.13 3.33 -1.52

Summary:
**Orbital gap**: 3.902 eV
**2S+1**: 1
**Charge**: 0



ii:
H15NaO8 as an isolated structure, computed with ωB97M-V with the def2-TZVPD basis set.

Cartesian coordinates (Å):
Na -2.32 -2.76 -1.39
O 0.01 0.20 -0.40
H -0.08 0.45 0.54
O 0.70 -1.11 -4.50
H 0.63 -0.77 -3.61
H 1.62 -1.35 -4.59
O -1.95 -3.52 2.95
H -2.50 -3.92 3.62
H -1.96 -4.15 2.23
O -1.98 2.62 -3.68
H -1.49 2.10 -3.04
H -1.36 3.28 -3.98
O 0.64 3.86 0.98
H 0.66 3.02 0.52
H -0.20 4.25 0.73
O -3.36 -0.46 5.74
H -2.63 -0.56 5.13
H -3.59 -1.36 5.98
O 4.09 1.20 -2.47
H 3.80 2.05 -2.78
H 3.30 0.79 -2.11
O 2.99 -1.47 1.25
H 2.21 -1.27 0.73
H 2.79 -1.13 2.12

Summary:
**Orbital gap**: 4.578 eV
**2S+1**: 1
**Charge**: 0



Relative stability in kcal/mol, measured from the most stable structure: i 6.7; ii 0.0



i:
A 2-piece molecular cluster, H5N2OP overall, computed with ωB97M-V with the def2-TZVPD basis set.

Cartesian coordinates (Å):
N 1.53 -1.11 0.16
N -1.61 -0.17 0.27
O 1.50 0.33 0.22
P 0.39 1.03 -0.68
H 1.65 -1.30 -0.90
H 0.49 -1.38 0.34
H -1.92 0.59 0.78
H -2.35 -0.18 -0.49
H 0.32 2.19 0.29

Summary:
**Orbital gap (alpha / beta)**: 8.471 / 8.468 eV
**2S+1**: 1
**Charge**: 0



ii:
A 2-piece molecular cluster, H5N2OP overall, computed with ωB97M-V with the def2-TZVPD basis set.

Cartesian coordinates (Å):
N 0.47 -1.26 -0.53
N -1.41 0.73 0.12
O 0.11 -0.64 1.98
P 0.12 -0.09 0.65
H 0.59 -1.17 -1.53
H 1.07 -2.11 -0.31
H -1.25 1.76 0.29
H -1.22 0.60 -0.88
H 1.52 2.19 0.21

Summary:
**Orbital gap (alpha / beta)**: 9.392 / 7.630 eV
**2S+1**: 1
**Charge**: 0



Relative stability in kcal/mol, measured from the most stable structure: i 38.4; ii 0.0



i:
An isolated ion of composition C4H9N2O and charge +1, computed with ωB97M-V with the def2-TZVPD basis set.

Cartesian coordinates (Å):
C 1.40 -0.95 1.50
C -1.45 0.03 1.07
C 0.64 0.65 -1.96
C -0.41 -0.27 0.01
N 1.07 -0.21 0.55
N -0.40 0.74 -1.02
O -1.18 1.65 -1.01
H 2.44 -0.90 1.82
H 0.76 -1.65 2.04
H -1.11 0.86 1.70
H -1.64 -0.83 1.70
H -2.39 0.33 0.61
H 0.65 1.52 -2.61
H 0.56 -0.27 -2.56
H 1.58 0.55 -1.39
H -0.53 -1.25 -0.45

Summary:
**Orbital gap (alpha / beta)**: 11.237 / 5.465 eV
**2S+1**: 3
**Charge**: +1



ii:
An isolated ion of composition C4H9N2O and charge +1, computed with ωB97M-V with the def2-TZVPD basis set.

Cartesian coordinates (Å):
C -0.52 0.87 0.02
C 0.92 1.45 0.01
C 1.44 -0.82 0.29
C -1.67 -1.29 -0.15
N 1.76 0.33 -0.30
N -0.52 -0.40 -0.03
O -1.61 1.63 -0.03
H 1.05 2.14 -0.96
H 1.06 1.89 0.99
H 1.82 -1.72 -0.16
H 1.44 -0.79 1.46
H -2.48 -0.74 0.36
H -1.47 -2.14 0.52
H -1.78 -1.24 -1.29
H 2.16 0.21 -1.17
H -1.47 2.52 0.16

Summary:
**Orbital gap (alpha / beta)**: 7.031 / 7.373 eV
**2S+1**: 3
**Charge**: +1



Relative stability in kcal/mol, measured from the most stable structure: i 0.0; ii 3.5



i:
A 14-piece molecular cluster, H28O14 overall, computed with ωB97M-V with the def2-TZVPD basis set.

Cartesian coordinates (Å):
O -12.99 19.04 -1.09
H -13.34 18.87 -1.94
H -12.40 19.75 -1.34
O -8.41 20.20 -5.61
H -8.82 21.02 -5.26
H -9.19 19.79 -5.97
O -10.89 17.86 -3.53
H -11.57 18.48 -3.89
H -11.44 17.14 -3.25
O -12.56 19.62 -4.93
H -13.20 18.90 -4.90
H -12.18 19.61 -5.79
O -15.33 19.64 -3.43
H -16.24 19.69 -3.07
H -15.00 18.83 -3.01
O -13.67 20.33 -7.61
H -13.76 19.86 -8.44
H -14.30 19.89 -7.06
O -11.74 22.00 -6.53
H -12.51 21.55 -6.86
H -11.83 22.84 -6.98
O -10.29 21.89 -4.17
H -10.77 21.88 -5.01
H -10.82 21.26 -3.74
O -11.12 20.00 -9.08
H -11.21 20.64 -9.78
H -12.02 19.89 -8.71
O -13.82 17.27 -3.01
H -14.24 16.53 -3.52
H -13.67 17.05 -2.14
O -10.29 18.48 -6.77
H -10.76 18.47 -7.58
H -9.44 18.05 -6.90
O -15.60 19.20 -6.18
H -15.46 19.20 -5.22
H -16.46 18.82 -6.33
O -13.60 21.88 -3.05
H -12.93 21.78 -3.72
H -14.28 21.24 -3.28
O -13.00 17.01 -5.78
H -13.06 16.61 -6.65
H -12.19 16.74 -5.40

Summary:
**Orbital gap**: 9.132 eV
**2S+1**: 1
**Charge**: 0



ii:
A 14-piece molecular cluster, H28O14 overall, computed with ωB97M-V with the def2-TZVPD basis set.

Cartesian coordinates (Å):
H 0.91 -1.14 0.33
H 1.27 0.14 -0.28
H 2.48 1.67 -0.32
H 1.12 2.07 0.17
H -1.68 4.41 0.78
H -0.49 3.58 0.37
H 1.76 3.69 -2.22
H 1.10 3.95 -0.77
H -1.94 2.21 -3.60
H -1.17 2.24 -2.46
H 4.04 -1.28 1.10
H 3.85 -2.11 -0.09
H -3.05 1.13 -1.22
H -2.68 -0.31 -1.64
H -1.44 -1.68 3.32
H -2.84 -1.33 3.74
H 3.08 0.45 3.77
H 2.61 -0.68 2.72
H -1.41 -2.98 1.08
H -0.10 -3.99 1.09
H -0.45 2.04 1.98
H -1.86 1.25 2.16
H 1.99 -4.46 -2.39
H 2.59 -3.09 -2.11
H -1.25 1.52 0.51
H -0.59 0.56 -0.44
H -1.57 -4.23 -1.11
H -1.10 -4.09 -2.55
O 1.58 -0.53 0.43
O 1.63 1.74 -0.58
O -1.45 3.51 0.64
O 1.10 3.35 -1.61
O -2.12 2.15 -2.62
O 3.35 -1.56 0.52
O -2.83 0.62 -1.93
O -2.24 -1.16 3.02
O 2.36 0.12 3.15
O -0.87 -3.68 0.59
O -1.33 2.07 2.33
O 2.64 -3.84 -2.74
O -0.61 0.89 0.42
O -1.60 -3.62 -1.87

Summary:
**Orbital gap**: 8.204 eV
**2S+1**: 1
**Charge**: 0



iii:
H28O14 as an isolated structure, computed with ωB97M-V with the def2-TZVPD basis set.

Cartesian coordinates (Å):
H 0.49 0.07 -0.18
H -0.18 1.50 0.09
H -5.44 -0.36 -0.22
H -4.09 -0.37 0.29
H 4.24 0.98 1.34
H 4.72 1.30 -0.05
H 2.07 -1.37 -2.69
H 1.08 -0.48 -2.29
H -2.86 -1.44 1.48
H -2.23 -1.62 2.73
H -0.69 0.43 -2.14
H -0.47 1.90 -2.71
H 3.50 -3.40 1.19
H 3.60 -1.83 1.39
H -0.27 -0.68 2.96
H -1.48 0.18 3.57
H 3.06 0.38 -0.92
H 3.99 -0.44 -1.79
H -0.04 -4.77 -1.09
H -0.03 -3.74 -2.01
H 0.85 3.89 0.76
H 0.11 3.19 1.79
H -3.18 4.87 -1.58
H -1.76 4.45 -1.26
H -3.15 -1.98 -1.95
H -3.80 -0.69 -1.50
H 1.92 0.43 1.01
H 1.09 0.18 2.19
O -0.14 0.53 0.33
O -5.01 -0.45 0.57
O 3.89 1.00 0.48
O 1.54 -1.17 -1.95
O -2.91 -2.04 2.27
O -0.51 1.02 -2.96
O 4.13 -2.68 1.28
O -0.66 -0.25 3.81
O 3.67 0.46 -1.60
O -0.64 -4.14 -1.37
O 0.74 3.87 1.69
O -2.68 4.12 -1.25
O -3.57 -1.62 -1.17
O 1.10 0.76 1.44

Summary:
**Orbital gap**: 7.189 eV
**2S+1**: 1
**Charge**: 0



Relative stability in kcal/mol, measured from the most stable structure: i 0.0; ii 216.0; iii 195.0